C3H13NO2 | ωB97M-V with the def2-TZVPD basis set

Output
**LUMO energy (spin up / spin down)**: -3.45 / -8.75 eV
**2S+1**: 2
**Relative energy (zero: lowest compared OMol25 entry of this formula, charge and spin)**: 44.7 kcal per mole
**Total charge**: +1
**Frontier orbital gap (spin up / spin down)**: 11.13 / 5.81 eV
**E**: -326.9428 a.u.
**F_max**: 0.1194 Eh/bohr
**E_HOMO (spin up / spin down)**: -0.536 / -0.535 Eh

Geometry as XYZ:
```
19
C3H13NO2 ωB97M-V with the def2-TZVPD basis set
O 2.236 1.204 1.936
O -0.421 0.934 2.353
N 0.004 0.873 -0.777
C -0.532 -0.389 -1.213
C 0.505 -1.395 -1.767
C -1.404 -0.792 -0.085
H 2.015 2.153 2.056
H 1.186 -1.661 -1.051
H 0.078 1.764 -1.196
H 1.144 -1.134 -2.727
H -0.078 -2.310 -2.201
H -2.245 -0.098 0.136
H -2.106 -1.611 -0.363
H -1.194 -0.246 -2.129
H -0.866 -1.139 0.882
H 2.131 0.695 2.660
H 0.941 0.653 -0.299
H -1.075 1.662 2.382
H -0.319 0.839 1.405
```